20
Properties=species:S:1:pos:R:3:forces:R:3:nbo_charge:R:1 method="wB97M-V/def2-TZVPD" s_squared=2.007 relative_energy_kcal_mol=0.0 gap_ev="5.44 / 6.52" multiplicity=3 homo_energy_ev="-4.62 / -9.71" energy_ev=-26746.4283
C 1.143 -0.984 0.042 3.83 -8.40 0.73 0.28
C 0.135 2.479 0.403 -2.46 1.14 -3.48 -0.62
C 0.188 1.158 -0.400 1.38 0.78 1.02 0.16
N 1.260 -1.469 -1.217 -1.28 1.10 -3.90 -0.78
N 1.555 -1.912 1.126 -1.22 -0.05 -1.57 -0.76
N 0.725 0.155 0.462 -1.86 6.02 1.63 -0.31
O -1.481 -1.552 -0.554 -0.62 0.57 -0.51 -0.96
O -3.313 0.099 -0.761 -1.57 0.22 0.12 -0.89
O -1.120 0.870 -0.904 -0.61 -0.02 -1.34 -0.73
O -1.789 0.011 1.171 -3.19 1.09 1.25 -0.89
S -2.036 -0.246 -0.325 1.76 -1.73 -0.42 2.60
H 0.977 3.126 0.170 0.25 -0.20 0.30 0.22
H -0.067 2.389 1.446 -0.01 -0.31 0.56 0.23
H -0.788 3.012 -0.139 1.86 -0.71 1.51 0.22
H 0.746 1.266 -1.359 0.12 -0.05 0.75 0.20
H 1.596 -2.365 -1.522 0.50 -0.19 1.00 0.40
H 0.555 -1.204 -1.984 0.79 -0.16 1.79 0.37
H 1.375 -2.927 0.903 0.09 1.44 0.43 0.36
H 1.250 -1.665 2.075 0.10 0.03 -0.63 0.38
H -0.909 -0.241 1.366 2.14 -0.57 0.75 0.51